1.
Formula: C5H15NO
Source: the Open Molecules 2025 dataset
Level of theory: wB97M-V/def2-TZVPD

```
22
Properties=species:S:1:pos:R:3:forces:R:3:mulliken_charge:R:1
C 0.12560 -2.29120 1.52631 1.329 0.858 0.087 -1.156
C 0.63884 -1.16006 0.63162 0.516 0.633 -0.500 -0.454
C -0.16518 -0.77888 -0.60656 -1.143 0.773 -1.019 0.279
C 0.52753 0.44401 -1.29696 -0.371 -1.739 0.630 -1.103
N -1.61400 -0.44080 -0.25512 0.041 -0.371 -0.983 -0.432
C -2.18615 0.92985 -0.47681 1.031 -0.936 -1.027 -0.872
H 0.64216 -3.21667 1.25591 -0.967 -0.268 -0.558 0.270
H 0.57409 -2.16293 2.52206 -0.707 0.341 0.071 0.285
H -0.95683 -2.22456 1.50775 -0.078 -0.718 0.330 0.400
H 1.64852 -1.41941 0.27608 -0.104 0.239 0.162 0.352
H 0.71652 -0.17571 1.12369 0.120 -0.501 0.560 0.122
H -0.21736 -1.64229 -1.32031 0.057 0.595 0.551 0.350
H -0.01094 0.87172 -2.14202 0.088 -0.439 -0.207 0.337
H 1.51829 0.03720 -1.56858 -0.175 1.085 0.083 0.364
H 0.47247 1.20243 -0.52405 0.950 0.353 -0.043 0.072
H -2.07316 -0.91683 -1.01977 -0.449 -0.621 0.499 0.287
H -3.15670 0.96472 -0.01914 -0.187 0.244 0.676 0.309
H -1.49714 1.69942 -0.18118 -0.107 0.440 0.621 0.314
H -2.37669 1.10610 -1.54700 0.141 0.040 0.064 0.289
O 2.39049 3.13054 0.34479 -0.305 -0.171 -0.357 -0.628
H 3.00999 3.61163 0.89318 0.041 -0.072 0.300 0.309
H 1.98965 2.43170 0.87610 0.278 0.235 0.063 0.306
```
Forces are in eV/Å.

Results
* E_HOMO: -0.325 hartree
* net charge: 0
* SMILES: CC[C@H](C)NC.O
* LUMO: 0.810 eV
* energy above the lowest of the compared OMol25 structures with the same formula, charge and spin: 161.3 kJ/mol
* E_tot: -329.44617 Eh
* strongest force on any atom: 1.89 eV/A


2.
Formula: C3H5NO2
Source: the Open Molecules 2025 dataset
Level of theory: wB97M-V/def2-TZVPD

```
11
Properties=species:S:1:pos:R:3:forces:R:3:mulliken_charge:R:1
O 2.27206 -0.80168 -0.01228 0.027 -0.234 -0.454 -0.322
N 1.52314 0.13580 0.69338 -0.450 0.806 -0.174 -0.467
C 0.35622 0.20778 0.21829 0.133 -0.036 0.554 0.315
C -0.81074 1.06268 0.55877 -0.034 0.286 0.307 -0.222
O -1.68659 0.05985 0.00242 -0.280 -0.008 -0.058 -0.388
C -0.59445 -0.72954 -0.49897 0.148 -0.203 -0.211 -0.309
H 1.92720 -0.65329 -0.90806 0.595 -0.713 -0.057 0.362
H -0.86790 1.99986 -0.01120 0.016 -0.142 0.125 0.201
H -0.95555 1.25304 1.62293 -0.189 0.003 -0.022 0.262
H -0.56487 -1.74088 -0.07203 -0.030 0.141 -0.107 0.252
H -0.59852 -0.79364 -1.59324 0.063 0.099 0.097 0.318
```
Forces are in eV/Å.

Results
* E_HOMO: -0.363 hartree
* net charge: 0
* SMILES: ON=C1COC1
* LUMO: 0.686 eV
* energy above the lowest of the compared OMol25 structures with the same formula, charge and spin: 404.7 kJ/mol
* E_tot: -322.42019 Eh
* strongest force on any atom: 0.94 eV/A


What did the first record say?
Formula: C5H15NO
Source: the Open Molecules 2025 dataset
Level of theory: wB97M-V/def2-TZVPD

```
22
Properties=species:S:1:pos:R:3:forces:R:3:mulliken_charge:R:1
C 0.12560 -2.29120 1.52631 1.329 0.858 0.087 -1.156
C 0.63884 -1.16006 0.63162 0.516 0.633 -0.500 -0.454
C -0.16518 -0.77888 -0.60656 -1.143 0.773 -1.019 0.279
C 0.52753 0.44401 -1.29696 -0.371 -1.739 0.630 -1.103
N -1.61400 -0.44080 -0.25512 0.041 -0.371 -0.983 -0.432
C -2.18615 0.92985 -0.47681 1.031 -0.936 -1.027 -0.872
H 0.64216 -3.21667 1.25591 -0.967 -0.268 -0.558 0.270
H 0.57409 -2.16293 2.52206 -0.707 0.341 0.071 0.285
H -0.95683 -2.22456 1.50775 -0.078 -0.718 0.330 0.400
H 1.64852 -1.41941 0.27608 -0.104 0.239 0.162 0.352
H 0.71652 -0.17571 1.12369 0.120 -0.501 0.560 0.122
H -0.21736 -1.64229 -1.32031 0.057 0.595 0.551 0.350
H -0.01094 0.87172 -2.14202 0.088 -0.439 -0.207 0.337
H 1.51829 0.03720 -1.56858 -0.175 1.085 0.083 0.364
H 0.47247 1.20243 -0.52405 0.950 0.353 -0.043 0.072
H -2.07316 -0.91683 -1.01977 -0.449 -0.621 0.499 0.287
H -3.15670 0.96472 -0.01914 -0.187 0.244 0.676 0.309
H -1.49714 1.69942 -0.18118 -0.107 0.440 0.621 0.314
H -2.37669 1.10610 -1.54700 0.141 0.040 0.064 0.289
O 2.39049 3.13054 0.34479 -0.305 -0.171 -0.357 -0.628
H 3.00999 3.61163 0.89318 0.041 -0.072 0.300 0.309
H 1.98965 2.43170 0.87610 0.278 0.235 0.063 0.306
```
Forces are in eV/Å.

Results
* E_HOMO: -0.325 hartree
* net charge: 0
* SMILES: CC[C@H](C)NC.O
* LUMO: 0.810 eV
* energy above the lowest of the compared OMol25 structures with the same formula, charge and spin: 161.3 kJ/mol
* E_tot: -329.44617 Eh
* strongest force on any atom: 1.89 eV/A


> What is the formula in the second record?

C3H5NO2


> Which of these has the lowest E_HOMO?

C3H5NO2


> Among the records above, which one has the highest LUMO?

C5H15NO